Record 1
C12H43HgN4O14 | wB97M-V/def2-TZVPD

```
! wB97M-V def2-TZVPD RIJCOSX def2/J DEFGRID3
* xyz 1 1
Hg -1.05 3.92 -1.93
C -0.10 -0.45 0.02
C -0.65 0.99 -0.25
O -0.86 1.56 -1.49
H -0.62 -0.81 0.90
H 0.98 -0.42 0.19
H -0.38 -0.99 -0.89
H 0.09 1.63 0.23
H -1.52 1.23 0.36
C 2.83 0.67 -4.80
C 2.66 0.93 -3.28
O 1.86 -0.11 -2.77
O 1.63 0.83 -5.54
H 3.23 -0.34 -4.89
H 3.65 1.29 -5.17
H 2.35 1.94 -3.05
H 3.63 0.90 -2.77
H 1.48 0.22 -1.95
H 1.03 0.17 -5.18
C -2.19 -0.87 -4.16
C -2.96 -1.17 -2.79
O -3.29 0.03 -1.98
O -0.77 -0.58 -4.03
H -2.43 0.04 -4.70
H -2.31 -1.75 -4.80
H -2.46 -1.94 -2.20
H -3.93 -1.63 -2.96
H -2.43 0.38 -1.74
H -0.66 0.13 -3.39
C 1.84 -1.99 2.37
C 1.78 -0.61 3.00
O 2.82 -0.34 3.97
O 1.72 -3.06 3.31
H 2.86 -2.06 2.00
H 1.30 -2.11 1.43
H 0.86 -0.52 3.59
H 1.78 0.15 2.22
H 2.33 0.01 4.71
H 1.55 -3.87 2.81
C -1.91 -2.91 2.39
C -3.14 -2.87 1.57
O -3.14 -3.95 0.70
O -2.05 -3.93 3.42
H -1.78 -1.93 2.85
H -1.04 -3.14 1.78
H -3.26 -1.97 0.95
H -4.00 -2.92 2.23
H -3.23 -4.76 1.20
H -2.88 -3.74 3.85
C -2.95 0.52 3.88
O -1.82 0.69 4.26
N -3.28 0.59 2.65
N -3.92 0.28 4.71
H -4.23 0.68 2.31
H -2.57 0.74 1.95
H -4.86 0.12 4.36
H -3.76 0.42 5.69
C 4.07 2.37 0.18
O 2.97 2.79 -0.11
N 4.29 1.12 0.50
N 5.12 3.08 0.38
H 3.47 0.56 0.33
H 5.20 0.78 0.78
H 5.06 4.09 0.34
H 6.04 2.70 0.55
O 0.94 4.25 -0.61
H 1.44 4.80 -0.01
H 1.41 3.41 -0.62
O -1.50 4.59 0.40
H -1.35 5.49 0.68
H -1.48 4.08 1.22
O 1.09 -2.77 -3.08
H 0.19 -2.87 -2.79
H 1.19 -1.84 -3.27
*
```

Results
Molar mass (g/mol): 668.08
Calculated total energy (hartree): -1908.3811
Energy relative to the best compared isomer or geometry (same formula, charge and spin) (eV): 1.999

---

Record 2
C28H30N6O4Ti | wB97M-V/def2-TZVPD

```
! wB97M-V def2-TZVPD RIJCOSX def2/J DEFGRID3
* xyz 2 1
Ti -0.12 -0.39 0.15
O 0.97 -3.86 -4.86
C 2.10 -4.09 -4.13
O 3.01 -4.80 -4.39
C 2.00 -3.24 -2.87
C 2.56 -1.96 -2.82
C 2.28 -1.12 -1.75
N 1.44 -1.46 -0.76
C 1.06 -2.75 -0.70
C 1.37 -3.66 -1.69
C 0.18 -3.08 0.46
O 0.04 -4.16 0.90
O -0.40 -1.95 0.98
H 3.23 -1.59 -3.59
H 2.77 -0.15 -1.65
H 0.94 -4.65 -1.62
C -2.86 0.36 2.35
C -2.67 1.16 1.13
N -1.73 0.93 0.22
C -1.81 1.99 -0.69
C -2.80 2.84 -0.30
N -3.35 2.27 0.84
H -2.61 -0.71 2.22
H -3.91 0.42 2.70
H -2.25 0.73 3.15
H -1.16 2.09 -1.54
H -3.13 3.79 -0.71
H -4.18 2.59 1.32
N -1.52 -2.52 -4.25
C -2.60 -2.46 -3.23
C -1.97 -1.97 -1.95
N -1.21 -0.67 -2.08
C -0.45 -0.51 -3.34
C -1.09 -1.13 -4.60
H -1.86 -2.96 -5.13
H 0.25 -3.45 -4.23
H -2.94 -3.49 -3.09
H -3.43 -1.84 -3.57
H -1.24 -2.73 -1.70
H -2.68 -1.80 -1.13
H -1.89 0.06 -2.11
H 0.50 -1.01 -3.20
H -0.24 0.56 -3.45
H -0.28 -1.23 -5.35
H -1.95 -0.58 -5.01
N 0.81 0.52 1.33
C 1.07 1.34 2.25
C 0.96 2.78 1.92
C 0.56 3.71 2.89
C 0.48 5.05 2.57
C 0.86 5.49 1.31
C 1.27 4.58 0.37
C 1.28 3.22 0.63
C 1.51 0.84 3.56
C 2.32 1.61 4.41
C 2.72 1.07 5.61
C 2.34 -0.23 5.95
C 1.58 -1.00 5.09
C 1.14 -0.46 3.89
H 0.23 3.35 3.87
H 0.12 5.75 3.32
H 0.79 6.52 1.03
H 1.54 4.91 -0.65
H 1.62 2.50 -0.10
H 2.68 2.57 4.04
H 3.33 1.70 6.28
H 2.64 -0.59 6.93
H 1.28 -2.02 5.35
H 0.49 -1.05 3.23
*
```

Results
Molar mass (g/mol): 562.45
Calculated total energy (hartree): -2563.5347
Energy relative to the best compared isomer or geometry (same formula, charge and spin) (eV): 0.000

---

Record 3
C19H43BrClFN2O13PS3 | wB97M-V/def2-TZVPD

```
! wB97M-V def2-TZVPD RIJCOSX def2/J DEFGRID3
* xyz 1 1
C 2.70 5.13 1.97
C 1.88 4.58 0.80
Cl 2.94 4.32 -0.63
C 1.07 3.33 1.13
C 1.92 2.10 1.45
O 2.15 1.45 0.19
C 2.85 0.27 0.17
Br 4.76 0.58 -0.17
C 2.58 -0.70 1.35
O 3.60 -1.60 1.60
N 3.23 -2.97 1.07
O 3.95 -3.75 1.48
N 2.20 -0.05 2.66
C 3.29 0.28 3.65
C 4.66 0.79 3.19
F 5.31 1.06 4.38
C 1.23 1.10 2.37
P 0.42 1.52 4.01
C -1.24 2.01 3.43
O 1.18 2.95 4.35
H 3.45 5.83 1.60
H 3.22 4.35 2.52
H 2.04 5.68 2.65
H 1.16 5.35 0.50
H 0.45 3.60 1.97
H 0.45 3.07 0.28
H 2.88 2.43 1.87
H 2.53 -0.27 -0.73
H 1.68 -1.27 1.06
H 1.63 -0.74 3.15
H 3.48 -0.64 4.21
H 2.88 1.00 4.36
H 5.22 0.03 2.65
H 4.63 1.70 2.60
H 0.42 0.65 1.77
H -1.26 2.92 2.85
H -1.62 1.17 2.84
H -1.88 2.08 4.31
H 0.63 3.53 4.90
O 4.73 -3.79 -5.06
S 3.44 -4.23 -4.65
O 2.59 -3.33 -3.93
O 3.60 -5.57 -3.81
C 4.58 -5.56 -2.74
C 4.12 -4.75 -1.55
C 2.55 -4.91 -6.01
H 5.53 -5.19 -3.14
H 4.71 -6.61 -2.49
H 4.05 -3.70 -1.83
H 4.82 -4.86 -0.73
H 3.13 -5.07 -1.22
H 3.20 -5.61 -6.53
H 2.29 -4.07 -6.65
H 1.66 -5.39 -5.63
O -4.40 3.82 1.12
S -3.54 3.15 0.20
O -2.16 2.96 0.56
O -3.62 3.84 -1.22
C -3.43 5.28 -1.28
C -1.98 5.69 -1.13
C -4.23 1.60 -0.27
H -4.07 5.75 -0.52
H -3.82 5.55 -2.26
H -1.61 5.48 -0.13
H -1.90 6.76 -1.32
H -1.36 5.16 -1.85
H -5.26 1.75 -0.56
H -4.17 0.95 0.60
H -3.64 1.18 -1.08
O -4.43 -1.84 -1.58
S -5.44 -2.70 -2.14
O -6.70 -2.14 -2.50
O -5.65 -3.93 -1.17
C -5.95 -3.65 0.22
C -7.38 -3.21 0.44
C -4.78 -3.59 -3.50
H -5.23 -2.91 0.59
H -5.74 -4.60 0.72
H -7.57 -2.24 -0.01
H -7.57 -3.15 1.52
H -8.07 -3.93 0.01
H -3.82 -4.02 -3.21
H -4.64 -2.87 -4.31
H -5.49 -4.36 -3.79
*
```

Results
Molar mass (g/mol): 769.08
Calculated total energy (hartree): -6507.0109